No. 1
{
  "formula": "H5N2OPS",
  "method": "ωB97M-V with the def2-TZVPD basis set",
  "species": ["N", "N", "O", "P", "S", "H", "H", "H", "H", "H"],
  "positions_angstrom": [[0.45, 1.02, 0.52], [0.94, -1.37, 0.07], [-0.59, -0.26, -1.51], [-0.35, -0.32, 0.03], [-2.81, 1.19, 0.94], [1.43, 1.16, 0.35], [-0.28, 1.78, 0.82], [1.12, -2.21, -0.44], [1.46, -1.18, 0.94], [-1.37, 0.18, -1.73]],
  "e_above_lowest_kcal_mol": 84.9,
  "gap_ha": [0.2465, 0.2506],
  "total_energy_ev": -25231.2991,
  "total_charge": 0,
  "mol_weight_g_mol": 112.09
}

---

No. 2
{
  "formula": "H5N2OPS2",
  "method": "ωB97M-V with the def2-TZVPD basis set",
  "species": ["N", "N", "O", "P", "S", "S", "H", "H", "H", "H", "H"],
  "positions_angstrom": [[-1.54, -0.84, 0.14], [-1.25, -0.17, -1.04], [-0.54, 2.03, -1.95], [-0.35, 1.20, -0.59], [-1.39, 2.23, 0.80], [2.87, 0.64, 0.87], [-1.01, -1.78, 0.25], [-1.62, -0.14, 0.89], [-1.00, -0.82, -1.84], [-1.15, 2.76, -1.73], [2.94, 1.79, 0.14]],
  "e_above_lowest_kcal_mol": 75.7,
  "gap_ha": [0.2398, 0.2298],
  "total_energy_ev": -36065.4684,
  "total_charge": 0,
  "mol_weight_g_mol": 144.16
}

---

No. 3
{
  "formula": "H5N2PS",
  "method": "ωB97M-V with the def2-TZVPD basis set",
  "species": ["H", "N", "P", "N", "H", "H", "S", "H", "H"],
  "positions_angstrom": [[-0.61, -1.61, -1.58], [-0.83, -1.06, -0.78], [-1.91, -0.04, -0.49], [-1.23, 0.91, 0.75], [-1.73, 1.55, 1.32], [-0.31, 0.67, 1.17], [2.79, -0.44, -0.25], [1.43, -0.60, -0.39], [2.40, 0.62, 0.27]],
  "e_above_lowest_kcal_mol": 27.2,
  "gap_ha": 0.3637,
  "total_energy_ev": -23184.8646,
  "total_charge": 0,
  "smiles": "[H]/N=P/N.S",
  "mol_weight_g_mol": 96.09
}

---

No. 4
{
  "formula": "H5N2PS",
  "method": "ωB97M-V with the def2-TZVPD basis set",
  "species": ["H", "N", "P", "N", "H", "H", "S", "H", "H"],
  "positions_angstrom": [[1.51, -2.11, -0.14], [1.51, -1.14, -0.41], [1.04, -0.13, 0.67], [1.27, 1.30, -0.13], [0.90, 2.17, 0.20], [1.54, 1.26, -1.10], [-2.75, 0.09, 0.08], [-3.33, -1.10, 0.07], [-1.70, -0.35, 0.76]],
  "e_above_lowest_kcal_mol": 17.3,
  "gap_ha": 0.3672,
  "total_energy_ev": -23185.2947,
  "total_charge": 0,
  "smiles": "[H]/N=P/N.S",
  "mol_weight_g_mol": 96.09
}

---

No. 5
{
  "formula": "H5N3S",
  "method": "ωB97M-V with the def2-TZVPD basis set",
  "species": ["N", "N", "S", "H", "H", "N", "H", "H", "H"],
  "positions_angstrom": [[-0.82, -0.44, -0.77], [-0.40, -1.25, 0.10], [-0.88, -2.77, -0.11], [-0.67, 0.59, -0.69], [-1.35, -0.53, -1.64], [0.97, 0.93, 0.65], [1.94, 0.99, 0.49], [0.64, 0.62, 1.53], [0.56, 1.84, 0.43]],
  "e_above_lowest_kcal_mol": 19.6,
  "gap_ha": [0.3011, 0.3011],
  "total_energy_ev": -15384.2812,
  "total_charge": 0,
  "smiles": "NN=S.N",
  "mol_weight_g_mol": 79.13
}

---

No. 6
{
  "formula": "H5N4O",
  "method": "ωB97M-V with the def2-TZVPD basis set",
  "species": ["N", "N", "N", "N", "O", "H", "H", "H", "H", "H"],
  "positions_angstrom": [[-2.79, -0.50, 0.14], [2.28, 0.80, -0.09], [-1.56, -1.07, -0.06], [-0.37, -0.51, 0.17], [-0.37, 0.73, 0.68], [-2.52, 0.57, 0.47], [1.34, 0.41, 0.01], [2.99, 0.10, -0.29], [2.42, 1.54, -0.73], [-1.44, -2.06, -0.28]],
  "e_above_lowest_kcal_mol": 14.8,
  "gap_ha": [0.2574, 0.2573],
  "total_energy_ev": -8085.9158,
  "total_charge": -1,
  "mol_weight_g_mol": 77.07
}

---

No. 7
{
  "formula": "H5N4P",
  "method": "ωB97M-V with the def2-TZVPD basis set",
  "species": ["N", "N", "N", "N", "P", "H", "H", "H", "H", "H"],
  "positions_angstrom": [[1.57, 0.94, 0.53], [0.88, 1.19, 1.51], [-1.95, -0.18, -0.45], [0.27, -1.05, -0.41], [-0.92, -0.81, 0.68], [2.47, 1.51, 0.34], [-1.36, 0.24, -1.09], [-2.93, 0.11, -0.48], [1.05, -1.77, -0.31], [0.92, -0.17, -0.33]],
  "e_above_lowest_kcal_mol": 39.6,
  "gap_ha": [0.2680, 0.2644],
  "total_energy_ev": -15327.2895,
  "total_charge": 0,
  "mol_weight_g_mol": 92.04
}

---

No. 8
{
  "formula": "H5N5O",
  "method": "ωB97M-V with the def2-TZVPD basis set",
  "species": ["N", "N", "N", "N", "N", "O", "H", "H", "H", "H", "H"],
  "positions_angstrom": [[2.25, 0.74, -2.37], [1.74, 0.40, -1.28], [-0.89, -0.37, 2.58], [0.54, 0.11, -1.13], [-1.10, -0.34, 1.41], [-2.51, -0.40, 1.14], [1.43, 0.93, -2.93], [2.33, 0.17, -0.47], [-1.74, -0.13, 3.17], [0.41, -0.43, -0.30], [-2.47, -0.68, 0.17]],
  "e_above_lowest_kcal_mol": 17.4,
  "gap_ha": 0.3494,
  "total_energy_ev": -9573.7825,
  "total_charge": 0,
  "mol_weight_g_mol": 91.07
}

---

No. 9
{
  "formula": "H5NO",
  "method": "ωB97M-V with the def2-TZVPD basis set",
  "species": ["N", "H", "H", "H", "H", "H", "O"],
  "positions_angstrom": [[-1.19, -0.14, 0.60], [-1.66, 0.41, 1.32], [-1.06, -1.12, 0.85], [-1.77, -0.13, -0.25], [1.09, 0.53, -0.74], [2.67, 0.21, -0.59], [1.92, 0.24, -1.18]],
  "e_above_lowest_kcal_mol": 5.1,
  "gap_ha": [0.1270, 0.3624],
  "total_energy_ev": -3617.3538,
  "total_charge": -1,
  "spin_multiplicity": 2,
  "mol_weight_g_mol": 35.05
}

---

No. 10
{
  "formula": "H5NO",
  "method": "ωB97M-V with the def2-TZVPD basis set",
  "species": ["N", "H", "H", "H", "O", "H", "H"],
  "positions_angstrom": [[-0.45, 0.28, -1.31], [0.56, 0.19, -1.43], [-0.70, 0.25, -2.31], [-0.44, 1.30, -1.20], [0.21, -1.04, 2.09], [-0.09, -0.32, 1.52], [0.91, -0.67, 2.62]],
  "e_above_lowest_kcal_mol": 7.8,
  "gap_ha": 0.4420,
  "total_energy_ev": -3618.5839,
  "total_charge": 0,
  "smiles": "N.O",
  "mol_weight_g_mol": 35.05
}

---

No. 11
{
  "formula": "H5NO2P2",
  "method": "ωB97M-V with the def2-TZVPD basis set",
  "species": ["N", "P", "O", "O", "P", "H", "H", "H", "H", "H"],
  "positions_angstrom": [[1.78, -0.53, -0.57], [0.61, 0.68, -0.62], [0.73, 1.21, 0.92], [-0.72, -0.28, -0.33], [-2.31, 0.17, -0.16], [1.59, -1.24, 0.14], [2.00, -0.95, -1.46], [1.37, 1.91, 1.03], [-2.31, 0.18, 1.25], [-2.74, -1.16, -0.20]],
  "e_above_lowest_kcal_mol": 0.0,
  "gap_ha": 0.3686,
  "total_energy_ev": -24245.0708,
  "total_charge": 0,
  "smiles": "NP(O)OP",
  "mol_weight_g_mol": 112.99
}

---

No. 12
{
  "formula": "H5NO3",
  "method": "ωB97M-V with the def2-TZVPD basis set",
  "species": ["N", "O", "H", "H", "H", "O", "O", "H", "H"],
  "positions_angstrom": [[-1.14, 0.00, 0.60], [-2.00, -0.07, -0.51], [-1.80, 0.54, 1.25], [-1.27, -0.95, 1.10], [-1.51, 0.28, -1.29], [1.56, 0.75, -0.04], [1.65, -0.68, -0.19], [0.62, 0.93, 0.13], [2.30, -0.86, 0.53]],
  "e_above_lowest_kcal_mol": 0.0,
  "gap_ha": 0.4073,
  "total_energy_ev": -7708.8649,
  "total_charge": 0,
  "smiles": "NO.OO",
  "mol_weight_g_mol": 67.04
}

---

No. 13
{
  "formula": "H5NOSSi",
  "method": "ωB97M-V with the def2-TZVPD basis set",
  "species": ["N", "O", "Si", "S", "H", "H", "H", "H", "H"],
  "positions_angstrom": [[1.25, 0.50, 0.81], [-0.26, -1.42, 0.04], [-0.02, 0.19, -0.29], [-2.03, 1.11, -0.09], [2.07, 0.10, 0.43], [1.42, 1.35, 1.22], [-0.74, -2.06, -0.47], [0.81, 0.24, -2.20], [-2.51, -0.01, 0.53]],
  "e_above_lowest_kcal_mol": 39.5,
  "gap_ha": 0.3595,
  "total_energy_ev": -22332.5128,
  "total_charge": 0,
  "mol_weight_g_mol": 95.20
}

---

No. 14
{
  "formula": "H5NOSSi",
  "method": "ωB97M-V with the def2-TZVPD basis set",
  "species": ["N", "O", "Si", "S", "H", "H", "H", "H", "H"],
  "positions_angstrom": [[0.78, 0.06, 0.85], [-0.84, -2.00, 0.03], [-0.60, -0.35, -0.10], [-2.50, 0.53, 0.06], [0.55, 0.29, 1.83], [1.41, 0.72, 0.51], [-0.14, -2.39, 0.55], [-0.38, 0.47, -1.94], [-3.31, -0.52, 0.06]],
  "e_above_lowest_kcal_mol": 35.0,
  "gap_ha": 0.3512,
  "total_energy_ev": -22332.7060,
  "total_charge": 0,
  "mol_weight_g_mol": 95.20
}

---

No. 15
{
  "formula": "H5NP4",
  "method": "ωB97M-V with the def2-TZVPD basis set",
  "species": ["N", "P", "P", "P", "P", "H", "H", "H", "H", "H"],
  "positions_angstrom": [[1.42, -0.25, -0.88], [0.61, 2.26, -0.42], [-2.06, -0.26, -0.10], [0.85, -0.36, 0.62], [-0.67, 1.19, 0.86], [2.32, -0.71, -1.01], [-2.99, 0.61, -0.56], [-1.56, -0.71, -1.31], [0.19, -1.58, 1.04], [1.88, -0.19, 1.76]],
  "e_above_lowest_kcal_mol": 44.5,
  "gap_ha": [0.2327, 0.2325],
  "total_energy_ev": -38722.3374,
  "total_charge": 0,
  "mol_weight_g_mol": 142.94
}

---

No. 16
{
  "formula": "H5OS2",
  "method": "ωB97M-V with the def2-TZVPD basis set",
  "species": ["O", "H", "H", "H", "S", "S", "H", "H"],
  "positions_angstrom": [[-1.55, 1.00, -2.88], [-2.16, 1.74, -2.78], [-1.06, 0.78, -2.09], [1.16, -1.18, 1.28], [-0.47, 0.26, 0.26], [2.27, -1.54, 1.98], [-1.34, 0.61, 1.23], [3.16, -1.68, 2.99]],
  "e_above_lowest_kcal_mol": 164.1,
  "gap_ha": 0.1596,
  "total_energy_ev": -23783.6069,
  "total_charge": 1,
  "mol_weight_g_mol": 85.17
}

---

No. 17
{
  "formula": "H5OS2",
  "method": "ωB97M-V with the def2-TZVPD basis set",
  "species": ["O", "H", "H", "H", "S", "S", "H", "H"],
  "positions_angstrom": [[0.72, 0.77, -1.84], [1.37, 0.38, -2.46], [0.86, 1.88, -2.04], [-1.74, -0.82, 0.04], [-0.79, 0.15, 2.41], [-0.76, -1.13, 0.83], [0.19, -0.61, 3.06], [0.16, -0.62, 0.02]],
  "e_above_lowest_kcal_mol": 15.4,
  "gap_ha": 0.3769,
  "total_energy_ev": -23790.0531,
  "total_charge": 1,
  "mol_weight_g_mol": 85.17
}

---

No. 18
{
  "formula": "H5P3",
  "method": "ωB97M-V with the def2-TZVPD basis set",
  "species": ["P", "P", "P", "H", "H", "H", "H", "H"],
  "positions_angstrom": [[-1.65, 1.01, -0.86], [-0.99, -1.64, 1.18], [-0.96, 0.57, 1.05], [-1.04, 2.21, -0.94], [-1.11, 0.36, -1.95], [0.33, -1.77, 1.07], [-0.73, -1.60, 2.59], [2.00, 0.67, -0.67]],
  "e_above_lowest_kcal_mol": 78.7,
  "gap_ha": [0.2790, 0.2947],
  "total_energy_ev": -27942.3804,
  "total_charge": 0,
  "mol_weight_g_mol": 97.96
}

---

No. 19
{
  "formula": "H5PSi",
  "method": "ωB97M-V with the def2-TZVPD basis set",
  "species": ["Si", "P", "H", "H", "H", "H", "H"],
  "positions_angstrom": [[-0.48, 0.55, -0.32], [-0.44, -1.60, -0.21], [-1.26, 1.06, 0.70], [0.86, 1.17, -0.08], [-1.08, 0.75, -1.66], [0.23, -1.75, -1.46], [-3.10, -1.40, -0.89]],
  "e_above_lowest_kcal_mol": 83.0,
  "gap_ha": [0.3036, 0.3058],
  "total_energy_ev": -17242.7535,
  "total_charge": 0,
  "mol_weight_g_mol": 64.10
}

---

No. 20
{
  "formula": "H60O30",
  "method": "ωB97M-V with the def2-TZVPD basis set",
  "species": ["O", "O", "O", "O", "O", "O", "O", "O", "O", "O", "O", "O", "O", "O", "O", "O", "O", "O", "O", "O", "O", "O", "O", "O", "O", "O", "O", "O", "O", "O", "H", "H", "H", "H", "H", "H", "H", "H", "H", "H", "H", "H", "H", "H", "H", "H", "H", "H", "H", "H", "H", "H", "H", "H", "H", "H", "H", "H", "H", "H", "H", "H", "H", "H", "H", "H", "H", "H", "H", "H", "H", "H", "H", "H", "H", "H", "H", "H", "H", "H", "H", "H", "H", "H", "H", "H", "H", "H", "H", "H"],
  "positions_angstrom": [[-1.48, 0.85, -1.60], [1.36, -2.55, 0.56], [0.44, 0.84, -3.55], [3.18, -0.48, -0.30], [-1.43, 3.32, -0.33], [0.62, 0.83, 2.96], [-0.39, -1.76, 2.94], [-3.68, -2.17, -0.54], [-2.62, -2.87, 1.90], [-3.12, -1.91, -3.05], [-4.23, 1.67, -1.53], [1.22, 4.04, -0.91], [3.24, 0.41, 2.34], [-0.58, 3.28, 2.75], [0.56, -4.86, -0.29], [-4.00, -0.65, 2.90], [0.22, -1.68, -5.04], [3.39, 0.22, -3.82], [-1.17, 2.75, -4.86], [-2.08, -5.21, -1.07], [5.20, 0.50, -1.68], [3.30, 4.12, 0.92], [3.45, -3.71, 2.04], [-3.83, 2.95, -3.89], [2.59, -4.67, -2.64], [-2.65, 0.89, 5.02], [2.55, 4.15, -3.32], [0.19, 0.76, 5.75], [1.03, -3.45, 4.72], [1.36, 5.07, 2.67], [-1.27, 0.11, -1.07], [-1.37, 1.61, -1.00], [1.22, -3.39, 0.19], [0.61, -2.29, 1.16], [-0.19, 0.67, -2.86], [0.10, 1.57, -4.09], [3.15, -0.12, 0.63], [2.44, -1.07, -0.27], [-2.20, 3.91, -0.57], [-1.35, 3.19, 0.60], [0.25, -0.03, 2.84], [0.64, 0.76, 3.91], [-1.19, -2.12, 2.52], [-0.09, -2.42, 3.53], [-4.57, -1.77, -0.55], [-3.41, -1.95, -1.45], [-2.91, -3.71, 2.23], [-2.87, -2.81, 0.99], [-2.23, -1.76, -3.32], [-3.29, -2.75, -3.44], [-3.39, 1.17, -1.60], [-4.17, 2.28, -2.24], [1.53, 3.93, -1.83], [0.30, 3.69, -0.82], [3.66, 1.23, 2.57], [2.29, 0.63, 2.51], [-1.34, 3.60, 3.32], [-0.21, 2.39, 2.90], [1.07, -5.60, 0.05], [-0.39, -5.10, -0.54], [-3.51, -1.27, 2.41], [-3.32, -0.32, 3.56], [-0.15, -1.62, -5.91], [0.34, -0.78, -4.63], [2.53, 0.51, -3.48], [3.99, 0.50, -3.15], [-1.01, 3.54, -5.34], [-1.93, 2.90, -4.26], [-2.84, -5.78, -0.90], [-2.44, -4.37, -0.76], [4.49, -0.11, -1.31], [5.75, -0.14, -2.12], [2.87, 3.92, 0.05], [2.56, 4.52, 1.46], [2.96, -3.13, 1.44], [3.97, -4.25, 1.46], [-4.69, 2.61, -4.23], [-3.88, 3.88, -3.98], [2.04, -4.65, -1.84], [1.97, -4.56, -3.33], [-2.50, 1.87, 4.84], [-1.83, 0.65, 5.41], [2.12, 3.91, -4.08], [3.36, 3.61, -3.30], [0.57, 0.01, 6.14], [0.19, 1.41, 6.47], [1.76, -3.24, 5.31], [1.12, -4.38, 4.50], [1.32, 5.82, 3.29], [0.67, 4.44, 2.95]],
  "e_above_lowest_kcal_mol": 86.2,
  "gap_ha": 0.3045,
  "total_energy_ev": -62401.5317,
  "total_charge": 0,
  "mol_weight_g_mol": 540.45
}